ORCA calculation (ωB97M-V with the def2-TZVPD basis set) on a 8-piece molecular cluster, C42H82F6N13O2P overall in a non-equilibrium geometry.

Its energy relative to the best compared isomer or geometry (same formula, charge and spin) is 129.6 kcal/mol. As for the total charge: +6. For the HOMO-LUMO gap, the calculation gives 8.85 eV. For the molar mass, the calculation gives 946.17 g mol⁻¹.

Each line ends with the Mulliken charge.
Geometry (Å):
C: 2.6842 -4.4441 -3.8827  -0.035
H: -3.9700 2.0830 -2.1671  0.309
C: -1.7569 -3.9329 -1.7682  -0.324
F: 1.6496 -0.7147 -2.2866  -0.446
H: 1.7391 -0.4007 2.8175  -0.022
H: 6.6627 4.7099 -1.3470  0.280
H: 1.3514 -5.6775 6.7174  0.434
N: -2.9022 -3.1237 -1.9097  0.309
H: 5.7420 -3.3127 -3.7885  0.402
C: -0.0739 -4.6024 5.5473  -0.156
O: 1.4866 -1.2782 4.6640  -0.494
H: -5.1709 1.8684 3.8925  0.514
C: -4.9508 1.2483 1.7590  -0.326
C: -0.6200 -2.1665 5.4969  -1.203
H: -1.1346 4.1736 1.7205  0.532
H: -6.4244 3.7305 0.3220  0.430
H: 3.2035 -2.5034 -1.7654  -0.096
H: 1.7200 3.6597 5.8406  0.549
H: -3.4415 -1.6915 -3.2605  0.231
F: -0.8695 0.0458 -0.3097  -0.435
H: -5.8434 4.7298 3.6362  0.323
H: -4.3218 -2.3170 -0.5219  0.583
H: -1.2108 -4.2395 -2.6481  0.461
H: 1.7531 -4.6856 -3.3916  0.356
C: 1.0820 3.1482 5.1351  -0.563
N: -0.2857 4.3729 -4.4025  0.266
C: 4.7940 -3.7419 -4.0777  -0.227
H: -4.4382 -5.0505 1.4638  0.395
H: 2.8181 -4.0176 0.2336  0.290
H: 4.8222 -3.1301 -1.5712  0.381
H: 0.3198 1.8069 7.5377  0.363
H: 5.2869 1.9990 -5.3187  0.404
H: -1.5200 -2.7249 5.2396  0.364
C: -5.4201 1.2008 -0.7785  -0.674
C: 3.7958 -3.4179 -1.7990  0.107
H: 1.2767 -3.0230 5.8996  0.440
H: -2.0666 6.9720 -1.4237  0.367
H: 0.5094 6.7235 -2.3058  0.514
N: -5.4342 1.7769 0.5612  0.266
H: -3.1569 5.5264 -1.8454  0.351
H: -0.8175 -4.6602 0.0852  0.474
H: 5.9724 -3.6475 -6.5334  0.345
P: 0.3639 -0.4024 -1.2906  1.569
N: -2.6153 -3.4070 0.2697  0.549
N: -1.1859 5.3792 -2.5942  0.318
H: -1.2875 1.8970 7.0409  0.325
C: -0.3737 2.4913 7.0490  -0.915
H: -7.3589 4.7386 2.5114  0.344
H: -1.2890 1.2226 2.0651  0.237
H: 3.7845 -0.4613 -5.2766  0.507
H: -0.5988 3.4730 7.4656  0.378
C: 5.3050 3.4335 -3.1263  -0.108
H: -7.2389 3.6349 3.8645  0.377
H: -3.1855 -5.4012 2.5564  0.367
H: -0.3013 -0.4898 4.1412  -0.264
C: 5.1019 -4.3025 -6.5677  -0.886
H: -0.8201 3.9334 -6.3354  0.350
N: 4.7947 3.9641 -1.9034  0.117
H: -0.1950 -1.9483 3.4482  0.007
C: -5.3116 2.0553 2.8381  -0.716
C: 5.6385 4.9163 -1.0363  -0.762
N: -6.0223 3.1385 2.3676  0.124
H: 2.5223 -5.9030 3.3261  0.471
N: -0.1122 2.6555 5.6292  0.105
H: -4.2833 -4.1614 3.0709  0.383
H: 1.3048 -4.6168 3.0457  0.025
H: 5.2952 -5.3576 -6.7617  0.379
H: -3.0280 -3.2301 -4.0121  0.326
H: 4.4355 -0.1299 -3.7069  0.307
H: -1.7809 1.5721 4.6090  0.560
H: 1.6250 3.2990 2.8898  0.581
H: 2.2029 0.4238 4.1504  0.147
H: -0.3211 -4.3566 4.5145  -0.075
N: 4.3171 -4.1557 -5.3195  0.163
C: -3.7851 -4.5676 2.1907  -1.211
C: 2.2259 -4.8816 3.5648  -0.544
N: 3.7125 -3.8651 -3.1881  0.298
H: -5.6456 0.1405 -0.6650  0.262
H: 0.2344 1.7964 1.4484  0.304
H: -1.4693 3.0605 0.3032  0.025
H: 3.8286 -5.1915 -0.5483  0.394
C: -0.6077 2.0732 2.0828  -0.662
H: -1.8541 -3.4560 2.2803  0.066
F: -0.6102 -0.5584 -2.6049  -0.372
H: 3.0400 4.0299 -0.7475  0.591
H: -2.4630 2.9727 1.7026  0.057
C: -3.4072 -2.8614 -0.7054  -0.516
H: -4.5590 0.2437 1.8211  0.510
N: -0.2048 2.4539 3.4348  0.629
C: 0.6527 5.2548 -3.9037  -0.316
H: 2.8855 0.3552 -4.0849  0.007
C: 1.0210 3.0042 3.7352  -0.542
C: 4.2912 1.8263 -4.9102  -0.396
C: 1.1954 -5.5086 5.6519  -0.668
H: 0.7988 -6.4248 5.2143  0.391
C: -0.9005 2.1970 4.5771  -0.326
F: 0.1611 -1.8965 -0.8775  -0.296
F: 0.6979 1.1460 -1.7748  -0.362
C: -2.1556 5.9090 -1.6479  -0.776
C: 0.0995 -1.4738 4.3843  1.207
H: 2.2786 2.2003 -2.9605  0.639
C: -1.4474 4.6041 -3.7011  -0.350
H: -0.1149 1.5267 -4.4213  0.129
C: 0.0866 5.8780 -2.8281  -0.697
H: 0.2144 -3.1300 7.0895  0.407
H: 0.7517 3.3965 -5.9499  0.325
H: -2.3784 4.0875 -3.8817  0.410
H: -0.8377 -5.0681 6.1700  0.413
C: -1.6388 -4.1629 -0.4092  -0.668
H: 3.5400 1.9705 -5.6867  0.170
H: 5.4976 4.7759 0.0354  0.324
C: 3.8810 0.3249 -4.5278  -0.821
H: -3.3094 1.5063 -0.6282  -0.126
H: 3.1854 -1.1572 3.7176  0.379
C: 3.5141 3.6660 -1.6470  -0.792
H: 4.6434 -3.8714 -7.4577  0.348
C: 3.1177 -4.3893 -0.7463  -1.183
C: -4.0442 1.3046 -1.4077  0.328
C: -1.4413 3.1825 1.3860  -0.690
C: -6.0524 2.9695 0.9921  -0.248
H: -3.2279 -2.4698 1.9120  -0.188
H: -1.9134 5.3565 -0.7400  0.191
C: -2.7879 -3.4480 1.7181  0.083
N: 0.3091 -3.2412 6.0901  -0.149
H: -4.5184 -3.1444 -3.1649  0.408
H: -1.7680 2.0905 -4.7873  0.377
N: 4.2509 2.6842 -3.6345  0.294
F: 1.4032 -0.1309 0.0389  -0.496
H: 2.2187 -4.8407 -1.1662  0.237
C: -0.2580 3.4415 -5.5416  -0.504
H: 2.8996 -4.1876 3.0622  0.244
O: 2.2309 -4.7539 5.0261  -0.375
H: 6.3481 3.4165 -3.4058  0.367
H: -3.7523 0.3858 -1.9163  -0.309
C: 2.2542 -0.5921 3.7588  -0.323
H: 2.6872 -5.4899 -5.8845  0.436
C: 3.1616 2.7864 -2.7523  -0.522
C: -6.6511 4.1946 3.1369  -0.803
C: -3.4938 -2.7734 -3.1389  -0.804
H: -0.7396 -1.6229 6.4341  0.405
H: -6.1878 1.7503 -1.3234  0.407
H: 1.6366 5.3349 -4.3419  0.556
H: 5.4569 5.9683 -1.2567  0.348
H: -0.8007 1.4906 -6.0785  0.442
C: 3.1307 -4.8238 -5.1593  -0.731
C: -0.7392 2.0504 -5.1452  -0.972

ORCA calculation (ωB97M-V with the def2-TZVPD basis set) on C42H83Br2ClO4Si as an isolated structure in a non-equilibrium geometry.

For the HOMO-LUMO gap, the calculation gives 8.63 eV. For the molar mass, the calculation gives 875.47 g mol⁻¹.

Each line ends with the Mulliken charge.
Geometry (Å):
H: -1.4772 -4.2195 3.8895  0.016
H: 0.6123 -2.7472 4.5145  0.131
H: -2.4924 -5.7251 -2.2135  0.352
O: 0.1696 -1.0531 3.1290  -0.348
H: -1.1260 -0.1240 0.9972  -0.444
H: 3.6382 3.2869 -2.9736  0.347
C: 6.3028 -7.1022 -1.5534  -1.244
C: -1.4388 -4.2328 2.7138  -0.295
H: -1.9685 3.4448 3.6389  0.323
C: 0.8932 -1.9467 -3.2591  -0.610
H: -4.9013 1.3181 -0.2030  0.170
C: 3.0504 0.7064 -5.2234  -1.194
H: 7.1477 4.2357 -4.2804  0.376
H: 5.4354 -5.1995 -2.0120  0.372
Si: 0.3959 -1.4159 -1.4781  0.126
C: 1.0011 0.4154 -1.1055  -0.485
H: -0.5918 -2.4264 7.6065  0.392
H: -4.0097 -3.8182 -2.5818  0.328
C: 3.0377 -7.6764 0.2164  -0.511
H: 7.1884 -6.6913 -1.0588  0.299
C: 5.1450 -6.1179 -1.4880  -0.322
H: 1.9706 -5.9569 -0.5893  0.109
H: -1.1124 -5.3009 2.2925  0.203
H: -2.5307 7.9289 -0.6755  0.334
H: 5.6492 2.6908 -5.4977  0.227
O: -0.4673 -3.2547 2.1855  -0.140
H: -0.3772 8.4200 2.4682  0.272
C: 5.3091 3.7094 -5.2779  -0.383
Br: -1.7379 0.4860 -3.3630  0.023
H: -3.9621 -3.1379 -0.8269  0.245
H: -4.4135 -1.0061 -0.7717  0.331
H: 0.3021 0.9170 -0.2824  0.066
H: 0.3353 9.9062 1.8330  0.376
C: -0.5760 9.2979 1.8486  -1.178
O: 0.4677 -0.2294 6.7036  -0.555
H: 2.0119 -1.6317 -3.4979  0.057
C: -3.3006 -3.6688 -1.6326  -0.749
H: 0.9652 -7.3795 -0.3021  0.423
C: 4.7483 -5.7577 -0.0542  -0.158
H: -2.4962 -3.9166 2.2601  0.200
H: -2.2128 4.8885 -1.0163  0.259
H: -1.2071 6.2600 -1.5251  0.322
H: -1.6599 0.8087 3.1272  0.321
H: 1.5108 -6.3979 1.0677  0.226
H: -3.1595 6.2304 0.9800  0.418
H: 5.5595 4.3110 -6.1583  0.387
H: 0.1503 -1.6364 -4.1072  0.275
H: -1.1164 9.8259 -0.1545  0.388
H: -1.6793 -2.0633 3.4722  0.444
C: 3.2690 2.8824 -3.9237  -0.543
C: -1.0863 5.7908 0.5984  -0.225
C: 1.4750 -2.5334 -0.2753  -0.530
H: -2.0767 0.6972 -0.7982  0.565
H: -3.0752 8.6689 0.8135  0.405
H: 3.4259 1.1407 -6.1533  0.400
C: -5.7413 4.4472 3.4090  -0.447
H: -5.3754 1.4189 -2.0558  0.386
C: 6.0716 4.2570 -4.0817  -1.180
H: -6.4625 5.3656 3.5065  0.292
H: 5.6118 -5.3091 0.4516  0.405
C: -4.5033 1.2078 -1.3035  -0.579
H: 3.2826 -8.1100 -0.7600  0.285
H: 3.4740 4.7764 -4.9165  0.414
C: -2.0102 -2.8119 -2.1632  -0.644
O: -1.8135 -2.1127 0.2318  0.157
C: -2.7938 0.4709 3.1484  -0.064
H: -1.3675 9.8859 2.3236  0.289
H: -2.0595 6.8911 2.1672  0.213
H: 1.0273 -3.6240 -0.1799  -0.114
C: 3.7905 3.7393 -5.0833  -0.909
H: -3.7981 -0.0025 1.1585  -0.726
C: -2.8718 -5.2261 -1.1987  -0.273
H: -0.0389 -0.3124 7.5854  0.324
C: -0.9278 -1.8768 2.5633  -0.863
H: -2.1222 -2.4313 -3.2653  0.301
C: 4.2459 -6.9329 0.7931  -0.785
H: 3.3104 3.4267 -6.0154  0.318
H: -1.1684 -0.3341 5.3327  -0.105
H: 3.3207 -0.3556 -5.2205  0.356
H: -3.6751 5.6862 3.7991  0.292
C: -2.2576 8.0840 0.3752  -0.894
H: 4.7223 1.2688 -3.9908  0.356
C: -1.2543 5.3937 -0.8598  -1.196
H: -3.6769 2.0210 -1.5009  0.109
H: -1.1001 4.8840 1.2125  0.145
H: -2.2180 -2.0339 6.7350  0.223
H: 2.1429 0.4432 -0.7884  0.391
H: 2.1771 2.9777 -3.8851  0.322
H: 0.9069 -3.1406 -3.2612  0.279
H: -2.0789 -5.2606 -0.3392  0.178
H: 3.9811 -4.9748 -0.0871  -0.181
C: 1.8039 -6.7964 0.0910  -0.861
H: 4.2869 -6.5229 -2.0346  0.250
C: -0.9705 8.9107 0.4315  -0.405
Cl: -4.4825 -6.0844 -0.7988  -0.239
H: 1.5005 -1.9824 0.7584  0.127
C: -4.1027 4.6033 3.5867  -0.432
H: 6.0522 -8.0548 -1.0802  0.281
Br: -4.6312 -0.7943 -3.4519  -0.131
C: -3.1147 3.2623 3.4867  -0.365
C: -1.0701 -2.2764 6.5263  -1.082
H: -5.8291 0.5248 2.7884  0.260
C: -0.3122 -1.0409 5.7115  0.839
H: 2.6018 -2.5665 -0.6612  0.322
C: -1.5259 -1.6042 -1.1112  1.063
H: -0.1454 8.3712 -0.0452  0.247
H: -0.4566 4.7053 -1.1558  0.354
H: 5.7850 5.2943 -3.8807  0.291
H: 5.8904 3.6670 -3.1792  0.283
C: -1.6859 -1.1076 1.2857  0.527
H: 2.8013 -8.5198 0.8740  0.365
C: -2.2944 -0.2204 -1.5307  -1.116
C: -3.1502 -0.6079 1.9217  0.254
H: 3.9877 -6.5549 1.7901  0.374
H: -7.5458 2.8120 2.9637  0.280
H: 6.5630 -7.3089 -2.5976  0.381
H: -3.0010 -0.1428 4.1501  0.051
H: -1.0837 -3.2848 5.8970  0.147
H: -3.7343 -1.5205 2.3706  0.278
H: 5.0589 -7.6488 0.9463  0.323
C: -6.3819 2.9614 3.0879  -0.389
C: 0.5975 -1.5557 4.4471  -0.452
H: 1.9583 0.7779 -5.2231  0.196
C: -2.1896 6.7307 1.0928  -0.408
H: 0.8893 1.0802 -2.0675  -0.058
H: 1.7174 -1.2244 4.6888  0.332
C: -3.7973 1.7668 3.1884  0.199
C: -3.9383 -0.3372 -1.6061  0.036
H: -0.0994 6.2444 0.7462  0.292
C: -5.4188 1.6269 2.9884  -0.308
H: 3.2588 0.8973 -3.1013  -0.164
C: 3.6350 1.3981 -4.0013  0.120
H: -1.0914 -3.5743 -2.1718  0.271

Q: Number 1 is which compound?
A: C42H82F6N13O2P

Q: Among the records above, which one has the highest molar mass?
A: C42H82F6N13O2P

Q: Which of these has the lowest HOMO-LUMO gap?
A: C42H83Br2ClO4Si